The following is a quantum chemistry calculation of an isolated ion of composition C9H16NOS and charge +1 in a non-equilibrium geometry, from the Open Molecules 2025 dataset.

Structure (XYZ):
```
28
Properties=species:S:1:pos:R:3:forces:R:3:lowdin_charge:R:1
C 1.081129 2.066083 -0.178262 -0.27 2.28 -1.06 -0.320
C 1.587076 0.723785 -0.232054 0.74 1.77 0.08 -0.384
C -1.154707 0.838060 0.291299 4.25 -1.38 -0.40 -0.244
C 3.996088 0.288009 0.608460 -1.47 2.12 -0.99 -0.041
C -2.577080 -0.414330 -1.338133 1.88 1.69 -0.59 0.018
C -3.475168 1.138878 0.310235 -1.87 -0.58 -0.47 -0.027
C 0.826320 -1.677233 0.076590 1.71 -0.50 -0.74 -0.031
C 3.072116 0.681287 -0.597437 -0.37 -0.59 1.01 -0.122
C -2.349759 0.143159 0.060152 -2.90 -2.64 0.98 -0.656
N 0.792299 -0.219802 0.031743 -4.28 -0.06 0.32 0.060
O -2.428582 -0.966756 1.001041 1.83 -0.71 -3.54 0.032
S -0.596153 2.290662 0.075258 2.22 0.69 -0.45 1.198
H 1.628239 3.031271 -0.579807 -1.15 -2.25 1.29 0.129
H 4.915592 -0.028712 0.226197 1.70 0.12 -0.38 0.067
H 3.592320 -0.555496 1.035031 -1.11 -2.14 1.01 0.032
H 4.025279 1.006493 1.409142 0.43 0.55 0.01 0.087
H -3.375002 -1.068596 -1.471700 -1.37 -1.25 0.53 0.088
H -2.782666 0.423317 -1.994700 0.02 0.28 -0.19 0.097
H -1.677706 -0.841623 -1.730526 0.54 -0.60 -0.15 0.078
H -3.462391 1.532199 1.298832 0.54 1.13 0.63 0.088
H -4.465237 0.610523 0.360902 0.95 -0.05 -0.59 0.133
H -3.538983 1.830661 -0.543742 0.03 0.22 0.82 0.107
H 1.923097 -2.039241 0.329081 -2.23 0.57 -0.77 0.132
H 0.155323 -2.038286 0.844752 0.00 0.16 0.29 0.077
H 0.404085 -2.089366 -0.901918 0.97 0.52 1.17 0.116
H 3.231266 -0.189018 -1.240746 -0.22 0.67 -0.76 0.123
H 3.163719 1.694692 -1.042225 1.09 -1.11 -0.03 0.112
H -2.858138 -0.715548 1.758555 -1.65 1.08 2.98 0.053
```
Forces are in eV/Å.

## Properties
HOMO energy (spin up / spin down)   -12.63 / -12.63 eV
Kohn-Sham gap (spin up / spin down)   7.418 / 7.414 eV
Energy above the lowest of the compared OMol25 structures with the same formula, charge and spin   382.0 kJ/mol
Charge   +1

The following is a quantum chemistry calculation of C9H16NYb as an isolated structure in a non-equilibrium geometry, from the Open Molecules 2025 dataset.

Structure (XYZ):
```
27
Properties=species:S:1:pos:R:3:forces:R:3:lowdin_charge:R:1
C 2.633358 -2.640982 0.277369 -1.01 5.75 -6.98 0.005
C 2.426474 -1.684020 -0.761971 -0.13 -5.91 7.36 -0.078
C 1.748777 -0.393703 -1.581106 1.62 -0.54 0.05 -0.283
N 2.429123 0.848913 -1.050688 -1.38 0.72 2.01 -0.173
C 1.511516 1.686259 -0.187320 0.20 -1.12 -1.13 -0.397
C 0.868851 0.909182 1.105154 -1.06 0.74 0.62 -0.279
C -0.803053 0.940786 1.112533 0.15 -0.43 1.41 -0.173
C -1.362885 -0.596921 1.009890 -0.58 -0.57 0.33 -0.222
C -2.650818 -0.795206 0.014734 -0.08 -0.11 -0.10 -0.254
C -2.502992 -0.073424 -1.457076 -0.62 -0.37 -0.01 -0.144
H 2.989171 -3.589679 0.888869 -0.82 2.53 -1.79 0.044
H 2.091516 -0.552648 -2.713019 -0.86 0.30 2.52 0.125
H 0.579069 -0.376842 -1.519196 2.17 -0.38 0.08 0.091
H 0.601694 2.162803 -0.790106 1.73 -0.77 1.37 0.138
H 2.178542 2.582922 0.229432 -1.18 -0.85 -1.01 0.037
H 1.193775 1.526608 2.072164 -0.93 -0.71 -0.87 0.014
H 1.256393 -0.181665 1.276648 -0.59 1.83 -0.66 0.082
H -1.153117 1.355159 2.175300 0.79 -0.80 -2.39 0.123
H -1.242125 1.678480 0.317171 1.12 -1.59 1.37 0.102
H -0.532963 -1.375731 0.693548 -1.45 1.80 0.47 0.105
H -1.691386 -0.921596 2.110394 0.70 0.64 -2.43 0.123
H -3.638003 -0.430106 0.564118 2.11 -0.64 -1.28 0.120
H -2.780875 -1.945610 -0.181838 0.26 2.21 0.51 0.114
H -2.545326 1.107731 -1.366257 0.19 -2.54 -0.33 0.076
H -1.539126 -0.436985 -2.046804 -1.95 0.89 1.40 0.072
H -3.427588 -0.432387 -2.109494 1.95 0.93 1.37 0.090
Yb 3.361997 1.628664 1.917553 -0.36 -1.01 -1.87 1.542
```
Forces are in eV/Å.

## Properties
HOMO energy   -10.24 eV
Kohn-Sham gap   4.340 eV
Charge   +1

The following is a quantum chemistry calculation of C9H16OS in the gas phase in a non-equilibrium geometry, from the Open Molecules 2025 dataset.

Structure (XYZ):
```
27
Properties=species:S:1:pos:R:3:forces:R:3:lowdin_charge:R:1
C 0.831428 -1.684487 0.096685 -1.26 -1.48 -0.74 -0.181
C 1.524374 -0.438836 -0.299192 -1.88 1.99 -2.72 -0.192
C -1.227183 -1.204600 -1.386152 0.29 -3.73 0.13 -0.252
C -2.456650 -0.419471 -1.322489 0.06 1.59 0.40 -0.291
C -0.671644 -1.266421 0.030814 0.56 -1.75 1.37 -0.366
C -0.940472 0.075848 0.732935 4.12 0.73 -1.18 -0.206
C 0.986553 0.816323 0.488429 -1.80 -2.09 0.10 -0.377
C 1.040187 2.184615 -0.167717 1.98 0.98 1.68 -0.107
C 1.562087 0.804893 1.904269 2.07 0.80 -2.15 -0.069
O -3.116060 1.562622 0.393089 0.18 0.35 -0.31 -0.546
S -1.923699 1.093372 -0.376280 -1.21 -0.87 1.35 0.939
H 1.002431 -2.646466 -0.537722 -0.18 1.94 0.34 0.148
H 1.084219 -2.111444 1.063624 0.03 0.63 0.57 0.106
H 2.549901 -0.588118 -0.332176 2.28 0.33 0.41 0.084
H 1.257287 -0.277104 -1.426291 0.46 -0.10 1.80 0.140
H -1.271353 -2.328220 -1.728921 -0.59 2.03 0.44 0.163
H -0.592519 -0.798418 -2.109873 1.37 0.95 -0.87 0.081
H -2.735119 0.075263 -2.214005 -0.67 -0.15 -1.34 0.069
H -3.285013 -0.853553 -0.810875 -0.61 -0.21 0.47 0.098
H -1.078185 -2.194122 0.481821 -0.93 0.93 0.27 0.141
H -1.050842 0.203845 1.826794 -0.44 -0.18 -0.92 0.114
H 0.597527 2.964240 0.534548 0.29 -0.98 -0.95 0.099
H 0.605229 2.275479 -1.138596 -0.33 -0.09 -0.58 0.039
H 2.166283 2.507622 -0.240444 -1.84 -0.64 0.00 0.121
H 1.051705 0.057801 2.397369 -0.94 -1.44 1.69 0.029
H 1.448278 1.800964 2.384242 0.45 -0.84 -0.08 0.094
H 2.641247 0.388376 1.756112 -1.47 1.33 0.82 0.121
```
Forces are in eV/Å.

## Properties
HOMO energy   -8.55 eV
Kohn-Sham gap   9.300 eV
Energy above the lowest of the compared OMol25 structures with the same formula, charge and spin   136.0 kJ/mol
Charge   0

The following is a quantum chemistry calculation of C9H16OS in the gas phase in a non-equilibrium geometry, from the Open Molecules 2025 dataset.

Structure (XYZ):
```
27
Properties=species:S:1:pos:R:3:forces:R:3:lowdin_charge:R:1
C -0.232628 -0.099232 -0.610962 -1.68 -0.42 -0.55 0.049
C -1.027477 -1.763672 0.777264 0.14 0.67 -0.64 -0.443
C -2.542526 -0.390752 -0.922416 -1.42 2.00 -2.84 -0.315
C -2.377669 -1.745077 -1.480133 -0.43 -2.68 -1.57 -0.458
C -0.158085 -2.334499 1.837450 0.89 -0.64 0.85 -0.222
C 0.477806 1.791705 0.918393 1.12 2.80 0.36 -0.064
C 1.247983 1.871526 -1.404122 -2.57 -0.39 2.54 -0.021
C 2.033948 -0.061449 0.120492 1.38 1.91 -0.73 -0.059
C 0.895428 0.936575 -0.244342 -1.24 -1.93 -0.12 -0.567
O -1.422584 0.434919 -1.039623 3.21 0.79 1.03 -0.104
S -1.735765 -2.913453 -0.250445 0.53 0.52 0.46 0.904
H -3.368015 0.194951 -1.498637 1.26 -1.10 1.06 0.163
H -2.727087 -0.417011 0.113436 -0.69 -0.33 1.43 0.084
H -3.340253 -2.177909 -1.811102 0.06 0.38 0.42 0.076
H -1.773633 -1.943364 -2.418329 -0.12 1.15 1.15 0.107
H -0.453013 -1.991186 2.842752 -0.03 0.41 -0.40 0.074
H 0.889524 -1.934169 1.678601 -1.24 -0.86 0.29 0.071
H -0.166530 -3.447310 1.968176 0.36 0.65 -0.55 0.066
H -0.154881 2.663473 0.629317 -0.03 -0.92 -0.10 0.098
H 0.075193 1.376708 1.802376 -0.70 -1.11 0.64 0.066
H 1.370085 2.348419 1.308039 -0.23 -0.52 -0.35 0.097
H 1.570468 1.258167 -2.138113 1.15 -1.35 -2.95 0.050
H 1.982059 2.468251 -0.985410 1.73 1.49 0.23 0.066
H 0.358800 2.449954 -1.626359 0.05 0.14 -0.47 0.092
H 2.394214 -0.706376 -0.694839 -0.37 0.45 -0.03 0.095
H 1.675152 -0.691491 0.859265 -0.64 -1.14 1.31 -0.002
H 2.923056 0.427594 0.580267 -0.47 0.05 -0.46 0.097
```
Forces are in eV/Å.

## Properties
HOMO energy (spin up / spin down)   -6.72 / -6.80 eV
Kohn-Sham gap (spin up / spin down)   7.066 / 7.132 eV
Energy above the lowest of the compared OMol25 structures with the same formula, charge and spin   432.4 kJ/mol
Charge   0

The following is a quantum chemistry calculation of C9H16Si in the gas phase in a non-equilibrium geometry, from the Open Molecules 2025 dataset.

Structure (XYZ):
```
26
Properties=species:S:1:pos:R:3:forces:R:3:lowdin_charge:R:1
C -2.948281 0.089092 -1.175548 0.05 -1.17 1.13 -0.187
C -4.043530 -0.219752 -1.582091 -0.62 0.49 -0.46 0.080
C -2.609626 -0.477505 1.750545 0.00 1.97 2.44 -0.115
C -1.121301 -0.541541 1.546492 -0.09 2.15 -4.81 -0.128
C -1.511457 0.394708 -0.818857 -0.81 0.76 -1.84 -0.204
C -0.573597 -0.046809 0.340123 -2.36 -1.84 2.47 -0.261
C 1.573385 -0.335584 -1.751996 -0.13 -1.30 1.15 -0.179
C 2.308774 -0.652228 1.324181 -0.21 1.82 1.66 -0.186
C 1.325124 2.152088 0.353940 0.25 -2.48 2.05 -0.154
Si 1.254472 0.277502 0.033159 -0.48 0.03 -0.57 0.552
H -3.170813 -0.863168 0.927662 -0.45 -0.77 -0.04 0.031
H -5.052278 -0.327686 -2.015775 1.30 -0.01 0.63 0.043
H -2.877661 -0.819833 2.799641 0.00 -0.17 -1.54 0.088
H -2.931010 0.631077 1.787863 0.56 -1.40 -0.14 0.109
H -0.507465 -0.898371 2.310720 0.97 -0.37 1.16 0.049
H -1.129312 0.013463 -1.843672 0.34 1.29 1.71 0.113
H -1.628021 1.521391 -0.769829 0.99 -0.89 -0.48 0.129
H 2.420702 0.195677 -2.119443 0.55 0.52 -0.75 0.002
H 1.943370 -1.385792 -1.596589 -0.46 0.69 -0.35 0.040
H 0.719557 -0.353082 -2.464804 0.79 0.20 0.58 0.024
H 1.588343 -1.255909 1.991519 1.66 0.00 -1.44 0.041
H 3.252843 -1.022687 0.866429 -0.99 -0.74 0.56 0.029
H 2.699657 0.116396 2.099459 -0.61 -0.89 -1.28 0.047
H 2.139626 2.778336 0.163346 1.27 0.80 -0.79 0.003
H 0.399831 2.585865 0.140560 -1.37 0.90 -0.63 -0.006
H 1.332694 2.030679 1.465895 -0.14 0.39 -0.43 0.039
```
Forces are in eV/Å.

## Properties
Structure (SMILES)   C#CC/C(=C\C)[Si](C)(C)C
HOMO energy   -8.81 eV
Kohn-Sham gap   9.595 eV
Energy above the lowest of the compared OMol25 structures with the same formula, charge and spin   213.5 kJ/mol
Charge   0

The following is a quantum chemistry calculation of C9H17AuCl2NO2 as an isolated structure in a non-equilibrium geometry, from the Open Molecules 2025 dataset.

Structure (XYZ):
```
32
Properties=species:S:1:pos:R:3:forces:R:3:lowdin_charge:R:1
Au -0.297527 -0.212640 0.574749 -5.87 0.38 -1.86 0.552
Cl -0.957953 1.986192 0.500100 -0.29 2.95 0.55 -0.113
Cl -1.267879 -2.286085 0.706560 -1.46 -2.35 0.18 -0.158
C -3.469439 0.323849 -0.318100 -0.24 -0.26 -0.59 -0.109
H -3.621988 -0.444951 0.434208 0.17 0.05 -0.12 0.020
H -4.092595 1.213295 -0.243516 0.15 0.02 -0.01 0.044
C 1.042037 -0.369903 -0.644016 4.45 -0.51 -4.48 -0.385
C -2.560274 0.190060 -1.285130 -0.81 -0.44 0.03 -0.336
H 2.113430 -0.432688 -0.400951 -0.27 0.01 0.16 0.017
C -2.286909 1.203102 -2.354831 0.23 0.21 -0.26 -0.259
H -1.948234 -0.711499 -1.325102 -0.40 0.10 0.05 0.017
C -1.198999 0.751888 -3.345149 -0.17 0.25 0.05 -0.231
H -3.212088 1.430284 -2.901197 0.06 -0.03 0.05 0.100
H -1.944283 2.130376 -1.873738 -0.19 -0.13 -0.12 0.054
C 0.222266 0.817255 -2.768312 0.03 0.09 -0.11 -0.233
H -1.413538 -0.273398 -3.674154 0.02 0.08 -0.06 0.101
H -1.250600 1.387805 -4.237569 -0.05 -0.01 0.05 0.090
C 0.714936 -0.488586 -2.104191 0.76 -0.13 0.10 -0.324
H 0.925505 1.060300 -3.574030 -0.09 0.04 -0.02 0.087
H 0.286374 1.636761 -2.038813 -0.07 -0.18 -0.14 0.071
H -0.016886 -1.289748 -2.274027 -0.02 0.04 0.04 0.081
H 1.641176 -0.807478 -2.611093 -0.19 -0.06 -0.15 0.082
N 2.994107 0.043057 4.066736 1.08 1.21 0.66 0.156
C 2.123078 -1.123393 3.940559 -1.05 -1.94 0.78 -0.135
C 1.475818 -1.173241 2.588947 -2.09 -2.38 -5.83 -0.603
O 1.641335 -2.224071 1.819000 0.58 3.44 3.95 -0.101
O 0.702846 -0.182511 2.202242 6.14 -1.09 8.53 -0.306
H 3.755076 0.001203 3.350266 -0.79 0.20 0.53 0.188
H 3.422038 0.046374 5.020175 -0.25 0.21 -0.99 0.170
H 2.439458 0.922168 3.945087 0.28 -0.68 -0.32 0.181
H 2.714279 -2.050425 4.110744 -0.24 0.74 -0.21 0.136
H 1.325436 -1.073352 4.714547 0.58 0.19 -0.42 0.145
```
Forces are in eV/Å.

## Properties
⟨S²⟩   2.01
HOMO energy (spin up / spin down)   -1.66 / -2.62 eV
Kohn-Sham gap (spin up / spin down)   2.747 / 3.701 eV
Energy above the lowest of the compared OMol25 structures with the same formula, charge and spin   431.0 kJ/mol
Spin multiplicity   3
Charge   -1